Entry from the Open Molecules 2025 dataset: C34H57N3O2SiYb as an isolated structure (ωB97M-V with the def2-TZVPD basis set).

Each line ends with the Löwdin charge.
Geometry (Å):
O: -0.807 1.882 0.825  -0.35
O: 0.588 5.801 -2.242  -0.21
C: -2.179 2.359 0.626  -0.21
C: -3.068 2.113 1.831  -0.04
H: -2.561 1.827 -0.257  0.12
H: -2.123 3.430 0.383  0.12
H: -3.076 1.059 2.139  0.06
H: -4.103 2.376 1.582  0.10
H: -2.760 2.719 2.692  0.09
C: -0.104 2.499 1.946  -0.22
C: 0.025 4.007 1.850  -0.04
H: 0.883 2.021 1.957  0.10
H: -0.626 2.210 2.869  0.12
H: 0.606 4.302 0.968  0.09
H: 0.565 4.358 2.739  0.10
H: -0.950 4.507 1.821  0.08
C: 1.888 6.082 -2.789  -0.27
C: -0.271 6.935 -2.052  -0.27
C: 2.984 6.066 -1.737  -0.07
H: 1.890 7.058 -3.308  0.12
H: 2.062 5.280 -3.522  0.11
H: 2.817 6.836 -0.975  0.07
H: 3.944 6.274 -2.217  0.08
H: 3.055 5.087 -1.248  0.06
C: 0.285 8.027 -1.153  -0.09
H: -1.186 6.514 -1.616  0.11
H: -0.510 7.361 -3.040  0.12
H: 0.597 7.644 -0.175  0.08
H: -0.498 8.770 -0.982  0.08
H: 1.128 8.547 -1.622  0.08
H: -0.172 3.671 -3.264  0.02
N: 0.281 -1.298 1.738  -0.08
C: 1.050 -2.403 1.738  -0.33
C: 2.084 -2.650 0.829  -0.03
C: 2.390 -1.964 -0.362  -0.32
C: 0.855 -3.443 2.821  0.01
H: -0.180 -3.426 3.195  0.09
H: 1.523 -3.301 3.695  0.10
H: 1.061 -4.436 2.393  0.10
C: 3.410 -2.630 -1.242  0.01
H: 4.297 -2.010 -1.428  0.10
H: 2.963 -2.914 -2.205  0.09
H: 3.759 -3.538 -0.739  0.09
N: 1.805 -0.827 -0.741  -0.08
C: -0.263 -0.801 2.962  -0.24
C: -1.639 -0.958 3.274  -0.25
C: -2.555 -1.717 2.361  -0.05
C: -2.126 -0.479 4.493  -0.05
H: -3.178 -0.655 4.726  0.12
C: -1.285 0.139 5.421  -0.06
H: -1.687 0.497 6.368  0.11
C: 0.074 0.258 5.126  -0.05
H: 0.758 0.688 5.860  0.12
C: 0.592 -0.174 3.909  -0.23
C: 2.067 -0.051 3.658  -0.04
C: 2.387 0.034 -1.711  -0.25
C: 2.039 -0.066 -3.076  -0.23
C: 0.988 -1.048 -3.490  -0.04
C: 2.715 0.733 -3.994  -0.05
H: 2.497 0.607 -5.059  0.12
C: 3.658 1.678 -3.581  -0.06
H: 4.168 2.319 -4.307  0.12
C: 3.928 1.817 -2.218  -0.04
H: 4.643 2.561 -1.863  0.12
C: 3.317 1.001 -1.279  -0.22
C: 3.591 1.147 0.184  -0.03
Yb: -0.293 -0.142 -0.144  1.75
H: -3.204 -1.057 1.770  0.07
H: -3.241 -2.320 2.975  0.10
H: -2.033 -2.385 1.667  0.05
H: 2.336 -0.133 2.597  0.05
H: 2.617 -0.830 4.211  0.10
H: 2.434 0.918 4.031  0.09
H: 0.666 -0.838 -4.518  0.09
H: 0.095 -1.033 -2.843  0.02
H: 1.368 -2.078 -3.467  0.09
H: 3.794 0.187 0.674  0.08
H: 2.741 1.609 0.710  0.06
H: 4.461 1.795 0.333  0.09
H: 2.725 -3.498 1.065  0.11
C: -0.042 3.003 -4.136  -0.18
Si: -1.084 3.485 -5.633  0.46
H: 1.025 3.035 -4.396  0.02
H: -0.266 1.978 -3.812  0.01
C: -2.726 4.152 -5.002  -0.19
C: -1.406 2.025 -6.778  -0.19
C: -0.215 4.820 -6.641  -0.19
H: -0.794 5.070 -7.542  0.04
H: 0.781 4.486 -6.965  0.03
H: -0.087 5.739 -6.053  0.02
H: -3.334 3.345 -4.571  0.03
H: -3.307 4.622 -5.807  0.04
H: -2.558 4.903 -4.218  0.02
H: -1.709 1.131 -6.218  0.02
H: -0.509 1.768 -7.359  0.03
H: -2.209 2.257 -7.492  0.04
N: -1.307 -3.560 -0.943  -0.05
C: -1.071 -2.401 -0.897  -0.40

Output
- Spin multiplicity: 2
- Net charge: +1
- Total energy: -3092.49430 Ha
- E_LUMO (spin up / spin down): -3.5 / -4.5 eV
- Kohn-Sham gap (spin up / spin down): 7.5 / 6.4 eV